[1]
A structure of composition C10H22F6LiN3O6S2 at a distorted geometry. Source: the Open Molecules 2025 dataset; level of theory: the ωB97M-V functional and the def2-TZVPD basis.

The calculation puts the strongest force on any atom at 5.4 eV Å⁻¹. For the energy above the lowest of the compared OMol25 structures with the same formula, charge and spin, the calculation gives 134.0 kcal/mol. The frontier orbital gap is 8.9582 eV. The value obtained for the total energy is -2412.88974 hartree.

ORCA input file:
```
! RIJCOSX wB97M-V def2-TZVPD def2/J DEFGRID3
* xyz 0 1
Li 19.640 -15.759 -37.903
C 22.755 -12.138 -38.886
F 22.971 -13.277 -39.672
F 23.058 -12.547 -37.661
F 23.476 -11.196 -39.300
S 20.874 -11.659 -39.114
O 20.313 -11.154 -37.860
O 20.929 -10.670 -40.178
N 20.086 -13.266 -39.459
S 19.900 -13.213 -40.972
O 21.076 -12.859 -41.762
O 19.301 -14.478 -41.319
C 18.472 -12.008 -41.400
F 18.728 -11.650 -42.636
F 17.325 -12.674 -41.366
F 18.343 -10.926 -40.553
C 23.715 -17.652 -36.718
C 22.387 -17.389 -37.287
C 21.967 -18.634 -38.121
O 20.765 -18.384 -38.874
C 20.318 -19.600 -39.516
N 21.485 -17.005 -36.108
H 24.095 -18.534 -37.234
H 23.765 -18.014 -35.691
H 24.281 -16.744 -36.928
H 22.396 -16.510 -37.931
H 21.879 -19.369 -37.322
H 22.643 -18.833 -38.953
H 19.482 -19.296 -40.147
H 19.988 -20.386 -38.837
H 21.075 -19.939 -40.223
H 21.687 -17.719 -35.423
H 22.068 -16.274 -35.725
C 14.590 -16.233 -38.457
C 15.338 -15.176 -37.649
C 14.382 -14.199 -36.909
O 13.451 -13.503 -37.714
C 13.087 -12.271 -37.122
N 16.515 -15.640 -36.883
H 15.211 -16.975 -38.960
H 14.073 -15.783 -39.304
H 13.897 -16.788 -37.825
H 15.664 -14.548 -38.478
H 15.036 -13.493 -36.396
H 13.931 -14.720 -36.065
H 12.182 -11.925 -37.622
H 13.837 -11.484 -37.045
H 12.627 -12.499 -36.161
H 16.157 -16.420 -36.351
H 16.674 -14.896 -36.218
*
```


[2]
An isolated molecule of C5H10O at a distorted geometry. Source: the Open Molecules 2025 dataset; level of theory: the ωB97M-V functional and the def2-TZVPD basis.

The calculation puts the strongest force on any atom at 2.7 eV Å⁻¹. For the energy above the lowest of the compared OMol25 structures with the same formula, charge and spin, the calculation gives 42.1 kcal/mol. As for the SMILES: C=C(C)OCC. The frontier orbital gap is 9.6621 eV. The value obtained for the total energy is -271.68556 hartree.

ORCA input file:
```
! RIJCOSX wB97M-V def2-TZVPD def2/J DEFGRID3
* xyz 0 1
C -1.880 1.118 0.526
C -0.738 0.856 -0.115
C -0.746 0.058 -1.397
O 0.463 1.117 0.488
C 1.494 0.092 0.283
C 1.077 -1.220 0.880
H -1.870 1.648 1.465
H -2.716 0.807 -0.116
H -0.302 0.693 -2.177
H -0.071 -0.897 -1.270
H -1.843 -0.312 -1.659
H 2.382 0.606 0.765
H 1.703 0.004 -0.762
H 1.206 -1.091 1.962
H 1.817 -2.026 0.505
H 0.024 -1.452 0.622
*
```


[3]
A structure of composition F8MnN4O16S8 at a distorted geometry. Source: the Open Molecules 2025 dataset; level of theory: the ωB97M-V functional and the def2-TZVPD basis.

The calculation puts the strongest force on any atom at 12.9 eV Å⁻¹. For the energy above the lowest of the compared OMol25 structures with the same formula, charge and spin, the calculation gives 186.2 kcal/mol. The expectation value of S² is 8.7558. The frontier orbital gap (alpha / beta) is 9.4038 / 9.4952 eV. The value obtained for the total energy is -6558.20948 hartree.

ORCA input file:
```
! RIJCOSX wB97M-V def2-TZVPD def2/J DEFGRID3
* xyz -2 6
Mn -0.012 -0.027 0.009
N -1.648 -0.473 1.092
S -1.967 -1.159 2.400
O -2.555 -2.453 2.470
O -2.298 -0.318 3.579
F -0.479 -1.534 2.765
S -3.213 0.309 1.004
O -3.232 1.659 1.605
O -4.393 -0.521 0.722
F -2.931 0.763 -0.500
N 1.511 -1.199 0.488
S 1.782 -2.869 0.488
O 1.553 -3.576 1.737
O 2.711 -3.415 -0.452
F 0.377 -3.276 -0.322
S 2.973 -0.899 0.871
O 4.102 -1.039 -0.069
O 3.193 -1.242 2.319
F 2.779 0.764 0.956
N 0.061 1.937 0.260
S 0.346 2.725 1.795
O -0.825 3.338 2.429
O 1.691 3.277 2.059
F 0.557 1.344 2.675
S 0.159 3.290 -0.437
O 1.504 3.588 -0.953
O -0.754 4.364 -0.044
F -0.515 2.791 -1.812
N -0.181 -0.272 -2.016
S -1.173 -1.082 -3.167
O -0.814 -2.461 -3.591
O -1.878 -0.210 -4.063
F -2.370 -1.373 -2.072
S 0.996 -0.325 -2.981
O 1.171 0.779 -3.968
O 1.715 -1.555 -3.288
F 2.058 0.349 -1.989
*
```


[4]
A structure of composition C30H45BrN2P2Ti at a distorted geometry. Source: the Open Molecules 2025 dataset; level of theory: the ωB97M-V functional and the def2-TZVPD basis.

The calculation puts the strongest force on any atom at 4.5 eV Å⁻¹. The frontier orbital gap (alpha / beta) is 4.6994 / 4.7013 eV. The value obtained for the total energy is -5384.22501 hartree.

ORCA input file:
```
! RIJCOSX wB97M-V def2-TZVPD def2/J DEFGRID3
* xyz 4 1
N 6.399 0.514 -1.537
C 5.874 1.253 -0.559
C 5.114 0.689 0.474
C 4.830 -0.698 0.432
C 5.416 -1.459 -0.606
C 6.198 -0.802 -1.565
C 3.823 -1.279 1.294
Ti -1.161 -0.967 1.032
P -3.599 -0.326 0.373
C 3.062 -2.340 0.916
C 1.646 -2.428 1.284
C 0.754 -3.192 0.504
C -0.625 -3.231 0.787
C -1.052 -2.714 2.048
C -0.192 -1.870 2.814
C 1.102 -1.614 2.306
Br -2.948 -3.119 2.691
H 3.664 -0.770 2.249
H 3.428 -3.118 0.242
H 4.696 1.321 1.258
H 5.255 -2.531 -0.685
H 6.059 2.333 -0.575
H 6.666 -1.373 -2.369
H 1.151 -3.764 -0.329
H 1.769 -0.935 2.847
H -1.325 -3.841 0.214
H -0.502 -1.539 3.803
P -0.461 -0.549 -1.524
C -3.601 0.097 2.166
C -4.890 -0.228 2.932
H -3.381 1.172 2.247
H -2.751 -0.441 2.651
H -4.771 0.123 3.967
H -5.756 0.296 2.509
H -5.089 -1.305 2.982
C -4.568 -1.815 -0.060
C -6.088 -1.745 0.015
H -4.198 -2.621 0.596
H -4.253 -2.078 -1.086
H -6.483 -2.750 -0.191
H -6.452 -1.450 1.008
H -6.507 -1.070 -0.741
C -4.393 1.089 -0.450
C -5.719 1.603 0.106
H -4.508 0.804 -1.506
H -3.654 1.903 -0.417
H -6.079 2.405 -0.551
H -6.501 0.837 0.137
H -5.613 2.030 1.109
C -0.599 0.998 -2.529
C -1.995 1.500 -2.846
H -0.074 0.784 -3.472
H -0.020 1.775 -2.012
H -1.959 2.122 -3.750
H -2.695 0.681 -3.041
H -2.405 2.119 -2.044
C -1.316 -1.712 -2.680
C -0.848 -3.160 -2.684
H -1.182 -1.286 -3.685
H -2.389 -1.655 -2.446
H -1.394 -3.703 -3.466
H 0.220 -3.251 -2.910
H -1.037 -3.669 -1.737
C 1.312 -0.896 -1.903
C 2.259 0.282 -2.094
H 1.311 -1.519 -2.807
H 1.680 -1.526 -1.085
H 3.248 -0.105 -2.365
H 1.938 0.949 -2.900
H 2.377 0.874 -1.178
C 0.466 3.486 2.370
C 0.499 2.494 3.349
C -0.016 1.231 3.069
N -0.483 0.909 1.835
C -0.585 1.896 0.904
C -0.113 3.181 1.138
H 0.863 4.480 2.568
H 0.903 2.669 4.344
H -0.071 0.452 3.831
H -1.075 1.631 -0.042
H -0.212 3.922 0.344
*
```